The following is a DFT calculation (ωB97M-V/def2-TZVPD) of a molecular structure, C6H15N3PS2 in a non-equilibrium geometry.

Geometry as XYZ:
```
27
C6H15N3PS2 | OMol25 | ωB97M-V/def2-TZVPD
H 2.2215 -2.3843 1.7163
H -1.4160 -2.5098 -2.7714
H 0.3093 2.5971 3.9784
H 0.1491 1.0783 -2.5309
C 1.7621 -2.1577 0.8442
H -0.3391 -1.3978 -3.5360
H 1.9566 3.2287 3.5404
H -1.2824 1.6396 -1.5271
H 0.7209 3.9292 2.6499
C 0.8899 1.8353 2.0540
H 0.8050 0.1405 -0.9233
H -1.8983 -0.7796 -0.9474
C 0.8848 2.9630 3.1027
H 2.4233 -1.7510 0.1971
H 1.3910 -3.1310 0.5601
H -1.9481 -0.9757 -3.4622
N -0.7743 0.5294 1.3208
S 2.0500 0.9781 1.3604
H -1.3841 1.1268 -3.1317
P 0.2255 -0.9174 0.8868
N 0.1643 -0.6265 -0.7566
C -0.8362 0.8335 -2.2211
N -0.4346 1.5710 1.7785
H -2.2506 -1.5684 1.0137
S -1.2052 -2.2234 1.5020
C -1.1850 -1.4356 -2.9991
C -0.9995 -0.5923 -1.6987
```

Results
ΔE to the lowest compared entry with this formula, charge and spin: 72.7 kcal per mole
maximum force: 6.3 eV/A
charge: +1
spin multiplicity: 1
E_HOMO: -13.17 eV
frontier orbital gap: 7.34 eV

Here are the natural (NBO) charges for atoms 1 to 8, given in e: H 0.235; H 0.215; H 0.267; H 0.213; C -0.811; H 0.212; H 0.254; H 0.225

---

The following is a DFT calculation (ωB97M-V/def2-TZVPD) of a molecular structure, C6H15N4 in a non-equilibrium geometry.

Geometry as XYZ:
```
25
C6H15N4 | OMol25 | ωB97M-V/def2-TZVPD
H 2.5139 -1.7394 0.6872
C 0.2878 1.9521 -0.5796
H 1.0704 -1.7343 -2.2752
N -1.8328 0.6457 -0.0911
C 0.3241 -1.6170 -1.5040
C 0.5277 -0.8076 -0.5047
N 1.2136 1.2865 0.3205
H 2.3998 -0.4124 1.8687
N -1.1195 -0.4240 0.4952
C -1.9560 -1.5972 0.6975
H 3.4947 -0.2799 0.4777
H 2.1036 1.7689 0.3862
N 1.4787 -0.0692 0.0091
H -0.5694 -2.2004 -1.6167
H -1.1150 2.2137 1.0412
H 0.3072 1.5111 -1.5842
H -0.7449 -0.0916 1.3869
C -1.1497 1.9146 -0.0102
H -2.3552 -1.9356 -0.2562
H -2.7962 -1.3641 1.3530
H -1.3586 -2.3893 1.1420
H -2.0714 0.3971 -1.0482
C 2.5289 -0.6601 0.8131
H -1.7639 2.6351 -0.5498
H 0.5821 2.9973 -0.6587
```

Results
ΔE to the lowest compared entry with this formula, charge and spin: 78.9 kcal per mole
maximum force: 1.8 eV/A
charge: +1
spin multiplicity: 1
E_HOMO: -12.34 eV
frontier orbital gap: 9.64 eV

Here are the natural (NBO) charges for atoms 1 to 8, given in e: H 0.236; C -0.272; H 0.260; N -0.439; C -0.438; C 0.381; N -0.462; H 0.216

---

The following is a DFT calculation (ωB97M-V/def2-TZVPD) of a molecular structure, C6H15N4 in a non-equilibrium geometry.

Geometry as XYZ:
```
25
C6H15N4 | OMol25 | ωB97M-V/def2-TZVPD
H -0.8446 1.1534 1.5861
C -1.8197 -1.6606 -0.0905
N 0.4776 -1.1106 -1.3676
N -0.7880 0.9295 -1.4712
H -2.4254 0.6716 1.0356
H -1.7001 0.3878 -1.8901
H -2.5324 -1.0426 -0.6039
H 2.6394 1.0491 1.5993
H -1.8581 -0.1415 2.4642
H -1.2168 -2.2926 -0.7456
H 1.8400 1.6656 -0.6492
N 1.6677 1.0500 1.3280
H -1.2809 1.6456 -0.8301
C -1.4797 0.2817 1.4548
C 1.5783 0.8177 -0.0940
H 1.3396 2.0957 1.4511
H -0.4618 1.3624 -2.3232
H -0.0700 -1.1050 1.1501
H -2.3377 -2.2990 0.6635
C -0.8025 -0.7017 0.5301
H 3.3589 -0.1650 -1.1139
C 2.3954 -0.3663 -0.5827
C -0.0340 -0.0545 -0.6120
H 2.7070 -0.8202 0.3496
N 1.6477 -1.3507 -1.2386
```

Results
ΔE to the lowest compared entry with this formula, charge and spin: 81.0 kcal per mole
maximum force: 6.0 eV/A
charge: +1
spin multiplicity: 1
E_HOMO: -12.96 eV
frontier orbital gap: 9.22 eV

Here are the natural (NBO) charges for atoms 1 to 8, given in e: H 0.214; C -0.612; N -0.197; N -0.735; H 0.192; H 0.451; H 0.178; H 0.385

---

The following is a DFT calculation (ωB97M-V/def2-TZVPD) of a molecular structure, C6H15N4O3W.

Geometry as XYZ:
```
29
C6H15N4O3W | OMol25 | ωB97M-V/def2-TZVPD
N -0.3492 -1.3961 0.0074
H 1.6655 3.5631 -0.0989
C 0.7943 -3.1924 -1.3102
H 1.4989 -1.1581 -0.9699
C -2.5501 2.1499 0.9037
H -0.1368 -3.7205 -1.5156
O 3.1638 1.7797 1.5363
H 0.0513 -1.8318 0.8461
H 1.3642 -3.1802 -3.3590
H 1.2464 -3.6205 -0.4154
N -2.6319 0.7463 1.4279
C 0.5601 -1.6809 -1.1515
H 1.2369 3.8516 1.5983
N 1.7251 -3.5011 -2.4538
H -3.3558 2.7846 1.2808
O 1.1568 0.6630 0.9700
N -0.1143 2.6305 0.5410
H -3.4319 0.2677 1.0067
C 2.0814 1.9083 1.1828
H -1.2350 -1.8837 -0.1467
C -1.2300 3.0283 1.2997
H -2.7535 0.7112 2.4425
H 1.8582 -4.5170 -2.5368
H -2.6451 2.1072 -0.1975
W -0.6157 0.7978 0.6440
H 2.6585 -3.0944 -2.3287
C 1.2175 3.1141 0.7904
H 0.0982 -1.2601 -2.0447
O -1.3278 3.9335 2.0513
```

Results
maximum force: 0.7 eV/A
charge: +3
spin multiplicity: 1
E_HOMO (alpha / beta): -19.88 / -19.88 eV
frontier orbital gap (alpha / beta): 7.54 / 7.55 eV

Here are the natural (NBO) charges for atoms 1 to 8, given in e: N -0.839; H 0.312; C -0.245; H 0.242; C -0.434; H 0.250; O -0.311; H 0.425

---

The following is a DFT calculation (ωB97M-V/def2-TZVPD) of 2 unconnected molecules or ions with the total composition C6H15NO in a non-equilibrium geometry.

Geometry as XYZ:
```
23
C6H15NO | OMol25 | ωB97M-V/def2-TZVPD
C 0.7822 0.6059 0.7115
H 2.4237 1.1044 -2.2219
C -2.4145 -0.2205 0.4694
H -0.1158 0.6181 -2.4609
C 1.8252 0.6533 -1.4273
H -0.6801 -1.3885 0.1748
N -0.2591 0.6003 -0.3274
H -0.4631 -1.8231 1.7107
H 1.8775 -0.4339 -1.5417
H -1.1952 -3.0141 2.3472
H 2.9189 0.4316 0.3636
H -2.2144 -0.1286 1.5429
H 0.4514 1.3160 1.4769
H -2.8156 0.7568 0.2067
H 0.3207 2.1335 -1.6413
O -0.3277 -2.7030 2.0737
C 0.3572 1.0389 -1.5702
H 1.0187 -0.3329 1.2336
H -1.4425 -0.8361 -1.3374
C -1.1582 -0.5489 -0.3265
H -3.1313 -1.0444 0.3626
C 2.1169 1.0706 0.0133
H 2.1249 2.1445 0.1678
```

Results
ΔE to the lowest compared entry with this formula, charge and spin: 40.7 kcal per mole
maximum force: 2.1 eV/A
spin multiplicity: 1
E_HOMO: -8.17 eV
frontier orbital gap: 9.11 eV
structure (SMILES): CCN1CCCC1.O

Here are the natural (NBO) charges for atoms 1 to 8, given in e: C -0.223; H 0.211; C -0.614; H 0.199; C -0.413; H 0.161; N -0.467; H 0.463

---

The following is a DFT calculation (ωB97M-V/def2-TZVPD) of 2 unconnected molecules or ions with the total composition C6H15NO in a non-equilibrium geometry.

Geometry as XYZ:
```
23
C6H15NO | OMol25 | ωB97M-V/def2-TZVPD
O -1.0479 -1.7752 -3.0738
H 1.8839 0.8309 1.0605
H 0.7965 -1.5474 1.1863
H 3.1514 -0.2618 -0.4768
H -1.2163 -2.2547 2.4365
H -2.1352 0.6747 0.4760
C -1.1501 1.0394 0.2295
C 2.1956 0.0628 -0.8950
C 1.3261 0.8293 0.1097
C -0.1703 -1.1206 0.9216
H -1.6043 -1.0172 -2.8630
C -0.0384 0.3235 0.4100
C -1.0100 -1.2104 2.2047
H 2.4478 0.6765 -1.7647
H -0.1949 -1.3664 -3.2957
H 1.4688 1.9162 0.0652
H -0.5681 -1.6693 0.0671
H -1.9229 2.9267 0.0983
H 1.6776 -0.8416 -1.2268
H -0.3225 2.7769 -0.4981
H -0.4312 -0.7046 2.9826
N -1.2135 2.3364 -0.2954
H -1.9222 -0.6240 2.1413
```

Results
ΔE to the lowest compared entry with this formula, charge and spin: 40.8 kcal per mole
maximum force: 2.4 eV/A
spin multiplicity: 1
E_HOMO: -7.73 eV
frontier orbital gap: 8.59 eV
structure (SMILES): CCC(=CN)CC.O

Here are the natural (NBO) charges for atoms 1 to 8, given in e: O -0.937; H 0.210; H 0.202; H 0.211; H 0.208; H 0.186; C -0.009; C -0.611

---

The following is a DFT calculation (ωB97M-V/def2-TZVPD) of a molecular structure, C6H15NO in a non-equilibrium geometry.

Geometry as XYZ:
```
23
C6H15NO | OMol25 | ωB97M-V/def2-TZVPD
C 0.6857 -1.8484 -0.8835
H -0.9118 2.9482 -0.8321
H -2.5853 -0.4256 -0.7644
C -1.7875 -0.6828 -0.0794
C -0.2183 2.6998 -0.0252
H 0.8035 2.3858 -0.2615
H -0.2327 3.5089 0.7027
H 1.4243 -2.6032 -0.5609
H 0.7185 -1.0445 1.0883
H 1.6158 -0.0818 -0.0722
H -2.0281 -1.0344 0.9240
N -0.5174 -2.6598 -0.9388
C -0.5732 0.1472 -0.1571
H -0.3029 1.2950 1.6403
C -0.7848 1.4487 0.6751
H -0.5689 -3.2971 -0.1302
C 0.6864 -0.6305 0.0794
H -0.5715 0.4783 -1.2120
H 2.9927 1.5708 1.5944
H -1.2898 -1.8408 -0.7602
H 0.9322 -1.5482 -1.8986
H -1.8485 1.5359 0.9256
O 2.1868 1.3346 1.1154
```

Results
ΔE to the lowest compared entry with this formula, charge and spin: 175.3 kcal per mole
maximum force: 2.5 eV/A
spin multiplicity: 1
E_HOMO: -6.59 eV
frontier orbital gap: 3.48 eV

Here are the natural (NBO) charges for atoms 1 to 8, given in e: C -0.250; H 0.183; H 0.238; C -0.121; C -0.617; H 0.287; H 0.225; H 0.232

---

The following is a DFT calculation (ωB97M-V/def2-TZVPD) of a molecular structure, C6H15NO in a non-equilibrium geometry.

Geometry as XYZ:
```
23
C6H15NO | OMol25 | ωB97M-V/def2-TZVPD
C 0.5310 1.1018 0.7274
H 0.5630 -2.3271 -2.3297
H 1.3467 2.3539 -0.8256
C 0.7319 -1.3629 -0.4270
C -1.8226 1.1240 1.1659
H -1.3310 -1.8245 -0.0650
H 1.4936 1.0983 1.2461
H 1.3694 -0.7563 -2.3893
H 2.0650 -1.9813 0.8367
N -0.4774 0.6936 1.5180
H -0.3948 -0.8489 -2.1803
C 0.4116 2.2318 -0.2799
C 0.5565 -1.3127 -1.9237
H -1.9477 2.1972 1.3435
H -0.3895 2.0507 -0.9966
H -2.5329 0.5881 1.7987
H -0.1788 -2.6919 0.9947
H 0.1920 3.1743 0.2275
H -0.5103 -0.8073 1.2057
C -0.3626 -1.7824 0.4257
O 2.0107 -1.8201 -0.1125
H -2.0978 0.9324 0.1176
H 0.7739 -0.0310 -0.0782
```

Results
ΔE to the lowest compared entry with this formula, charge and spin: 89.0 kcal per mole
maximum force: 1.9 eV/A
spin multiplicity: 1
E_HOMO: -8.27 eV
frontier orbital gap: 9.19 eV

Here are the natural (NBO) charges for atoms 1 to 8, given in e: C -0.029; H 0.218; H 0.222; C 0.241; C -0.445; H 0.222; H 0.195; H 0.219